Record 1
This record from the Open Molecules 2025 dataset describes C4H6N2O in the gas phase. The level of theory is the ωB97M-V functional and the def2-TZVPD basis.

- E: -340.63326 Eh
- Relative energy (zero: lowest compared OMol25 entry of this formula, charge and spin): 101.4 kcal per mole
- Frontier orbital gap: 8.28 eV
- Strongest force on any atom: 0.0082 hartree/bohr
- Lowest unoccupied orbital energy: 0.212 eV

```
13
Properties=species:S:1:pos:R:3:forces:R:3:mulliken_charge:R:1
C -2.2075 0.1291 -0.0922 -0.31 0.17 -0.12 -0.68
O -1.0791 -0.5165 0.4716 0.20 0.07 0.14 -0.40
C 0.1084 -0.0898 -0.0719 0.07 0.04 -0.12 0.44
C 0.5707 1.3035 -0.3870 0.21 -0.12 0.08 -0.46
N 1.9477 1.2071 -0.2742 -0.20 0.13 0.23 -0.44
C 2.2615 0.0459 0.2860 -0.01 -0.11 0.10 -0.04
N 1.2373 -0.7737 0.4929 0.14 0.13 -0.13 -0.09
H -2.1456 1.2103 0.0636 -0.08 -0.15 -0.05 0.33
H -3.0813 -0.2881 0.4130 0.15 0.10 -0.09 0.23
H -2.2809 -0.0712 -1.1728 0.06 0.04 0.21 0.31
H 0.1492 -0.2314 -1.1948 -0.13 -0.39 -0.09 0.22
H 3.2774 -0.2356 0.5508 -0.13 0.00 -0.03 0.39
H 1.2422 -1.6895 0.9151 0.04 0.09 -0.13 0.20
```
Positions in Å, forces in eV/Å.

Record 2
This record from the Open Molecules 2025 dataset describes C4H6N2O in the gas phase at a distorted geometry. The level of theory is the ωB97M-V functional and the def2-TZVPD basis.

- E: -340.72441 Eh
- SMILES string: [H]/N=C(\C#N)OCC
- Relative energy (zero: lowest compared OMol25 entry of this formula, charge and spin): 44.2 kcal per mole
- Frontier orbital gap: 11.44 eV
- Strongest force on any atom: 0.0377 hartree/bohr
- Lowest unoccupied orbital energy: 0.483 eV

```
13
Properties=species:S:1:pos:R:3:forces:R:3:mulliken_charge:R:1
H -1.2100 1.5704 -2.1593 -0.21 0.49 0.19 0.23
N -0.5898 1.0716 -1.5418 -0.38 0.16 0.12 -0.65
C -0.9474 0.9960 -0.3267 0.03 0.08 -0.52 0.71
C -2.0640 1.7111 0.2729 -0.88 0.61 0.34 0.12
N -2.9570 2.3252 0.6745 0.85 -0.61 -0.35 -0.36
O -0.3145 0.1969 0.5267 -0.07 0.26 -0.07 -0.31
C 0.6510 -0.6172 -0.1821 0.28 0.09 -0.02 -0.22
C 0.9924 -1.7992 0.7299 -0.05 0.04 -0.18 -1.12
H 0.2177 -0.6281 -1.2196 0.62 -1.55 0.99 0.41
H 1.5430 -0.0069 -0.3426 0.09 0.06 0.19 0.25
H 0.1398 -2.4368 0.9859 0.02 0.21 -0.25 0.30
H 1.7674 -2.4302 0.2837 -0.16 0.14 -0.08 0.36
H 1.4041 -1.4251 1.6803 -0.16 0.03 -0.35 0.29
```
Positions in Å, forces in eV/Å.

Record 3
This record from the Open Molecules 2025 dataset describes 2 unconnected molecules or ions with the total composition C4H6N2O at a distorted geometry. The level of theory is the ωB97M-V functional and the def2-TZVPD basis.

- E: -340.67665 Eh
- SMILES string: N#CCCOC#N.[H][H]
- Relative energy (zero: lowest compared OMol25 entry of this formula, charge and spin): 74.2 kcal per mole
- Frontier orbital gap: 11.45 eV
- Strongest force on any atom: 0.0221 hartree/bohr
- Lowest unoccupied orbital energy: 0.364 eV

```
13
Properties=species:S:1:pos:R:3:forces:R:3:mulliken_charge:R:1
N 0.1538 -2.1291 1.5956 -0.05 1.13 -0.12 -0.37
C 0.1010 -0.9803 1.4792 0.04 -0.99 0.10 0.12
C -0.0025 0.4774 1.3546 0.00 0.06 0.04 -0.36
C -0.7724 0.9314 0.1183 -0.19 0.01 0.18 -0.38
O 0.1106 0.9161 -1.0290 0.08 -0.15 -0.25 -0.33
C -0.1774 0.0929 -1.9814 -0.36 -0.46 -0.77 0.49
N -0.3894 -0.6370 -2.8588 0.05 0.77 0.76 -0.44
H 1.0020 0.9130 1.3312 -0.14 -0.06 0.02 0.25
H -0.5049 0.8614 2.2492 0.04 -0.06 -0.12 0.34
H -1.6441 0.3027 -0.0785 0.12 0.09 0.02 0.39
H -1.0864 1.9701 0.2356 0.05 -0.13 -0.01 0.29
H 1.4686 -1.4836 -1.5314 0.21 -0.06 0.19 0.08
H 1.7411 -1.2349 -0.8845 0.14 -0.15 -0.04 -0.09
```
Positions in Å, forces in eV/Å.

Record 4
This record from the Open Molecules 2025 dataset describes 2 unconnected molecules or ions with the total composition C4H6N2O. The level of theory is the ωB97M-V functional and the def2-TZVPD basis.

- E: -340.62033 Eh
- Relative energy (zero: lowest compared OMol25 entry of this formula, charge and spin): 109.6 kcal per mole
- Frontier orbital gap (spin up / spin down): 6.66 / 7.03 eV
- Strongest force on any atom: 0.0057 hartree/bohr
- Lowest unoccupied orbital energy (spin up / spin down): -1.549 / -1.289 eV

```
13
Properties=species:S:1:pos:R:3:forces:R:3:mulliken_charge:R:1
C -2.0367 -0.1843 -0.2904 0.09 0.09 -0.13 -0.37
O -1.2100 0.7648 -0.1846 -0.10 -0.12 -0.08 -0.28
C 0.1405 0.5494 -0.2575 0.13 -0.08 -0.03 0.95
C 1.1449 1.5170 -0.3131 -0.09 0.12 0.03 -0.46
N 2.3109 0.8650 -0.2774 -0.18 -0.07 0.02 -0.58
C 1.9538 -0.4444 -0.1968 0.20 -0.15 -0.08 -0.29
N 0.6507 -0.7029 -0.2044 0.09 0.21 -0.15 -0.59
H -3.0637 0.0523 -0.0362 0.11 0.06 -0.17 0.27
H -1.3218 -1.3026 1.5895 0.04 -0.09 0.27 0.18
H -1.6923 -1.1573 -0.6268 -0.04 0.11 0.10 0.48
H 1.0604 2.5929 -0.3986 0.00 -0.15 0.08 0.38
H 2.6885 -1.2367 -0.1034 -0.09 0.15 -0.10 0.39
H -0.6252 -1.3132 1.2997 -0.16 -0.08 0.23 -0.09
```
Positions in Å, forces in eV/Å.

Record 5
This record from the Open Molecules 2025 dataset describes C4H6N2O in the gas phase at a distorted geometry. The level of theory is the ωB97M-V functional and the def2-TZVPD basis.

- E: -340.74617 Eh
- SMILES string: [H]/N=C/OCCC#N
- Relative energy (zero: lowest compared OMol25 entry of this formula, charge and spin): 30.6 kcal per mole
- Frontier orbital gap: 11.40 eV
- Strongest force on any atom: 0.0220 hartree/bohr
- Lowest unoccupied orbital energy: 0.718 eV

```
13
Properties=species:S:1:pos:R:3:forces:R:3:mulliken_charge:R:1
H 2.3431 0.3701 2.2130 -0.08 -0.02 -0.05 0.24
N 1.7245 0.1278 1.4441 -0.07 0.33 -0.12 -0.62
C 1.4069 1.1614 0.7910 0.10 -0.11 0.15 0.14
O 0.6196 1.1465 -0.3001 0.05 0.03 0.04 -0.34
C 0.1292 -0.1204 -0.7351 -0.02 -0.18 -0.10 -0.56
C -1.3251 -0.2674 -0.2820 -0.01 0.04 0.05 -0.24
C -1.9062 -1.5142 -0.7862 -0.36 -0.86 -0.36 0.19
N -2.3384 -2.5020 -1.2045 0.42 0.97 0.41 -0.39
H 1.7105 2.1919 0.9946 0.00 -0.16 0.00 0.38
H 0.7458 -0.9240 -0.3291 -0.09 0.09 -0.09 0.39
H 0.1923 -0.1167 -1.8255 -0.02 0.00 0.13 0.32
H -1.3783 -0.2622 0.8115 0.02 -0.03 -0.14 0.24
H -1.9162 0.5756 -0.6543 0.07 -0.12 0.05 0.27
```
Positions in Å, forces in eV/Å.

Record 6
This record from the Open Molecules 2025 dataset describes C4H6N2O in the gas phase. The level of theory is the ωB97M-V functional and the def2-TZVPD basis.

- E: -340.64675 Eh
- Relative energy (zero: lowest compared OMol25 entry of this formula, charge and spin): 93.0 kcal per mole
- Frontier orbital gap (spin up / spin down): 8.08 / 8.08 eV
- Strongest force on any atom: 0.0075 hartree/bohr
- Lowest unoccupied orbital energy (spin up / spin down): 0.456 / 0.456 eV

```
13
Properties=species:S:1:pos:R:3:forces:R:3:mulliken_charge:R:1
N 0.0544 0.9371 1.8443 -0.04 0.07 -0.17 -0.61
C 0.1014 0.2586 0.6160 -0.04 -0.20 0.03 -0.12
C -0.5288 0.5805 -0.6289 0.20 -0.14 0.03 0.36
O -1.2058 1.7319 -0.8806 0.13 0.25 -0.13 -0.76
C -0.0689 -0.4765 -1.5489 0.04 -0.14 0.00 -0.47
C 0.6708 -1.3598 -0.8332 -0.04 0.10 -0.21 -0.50
N 0.7689 -0.9044 0.4750 -0.07 0.25 0.13 0.05
H -0.8594 1.3764 1.9317 0.08 0.01 -0.03 0.32
H 0.7138 1.7147 1.8177 -0.01 -0.11 0.08 0.28
H -1.6238 0.3833 -0.3281 -0.14 -0.31 0.18 0.38
H -0.3277 -0.5432 -2.5966 0.03 0.00 0.17 0.42
H 1.1369 -2.2916 -1.1218 -0.09 0.15 0.04 0.39
H 1.1680 -1.4072 1.2533 -0.04 0.06 -0.11 0.25
```
Positions in Å, forces in eV/Å.

Record 7
This record from the Open Molecules 2025 dataset describes a molecular structure, C4H6N2O. The level of theory is the ωB97M-V functional and the def2-TZVPD basis.

- E: -340.61339 Eh
- Relative energy (zero: lowest compared OMol25 entry of this formula, charge and spin): 113.9 kcal per mole
- Frontier orbital gap: 9.15 eV
- Strongest force on any atom: 0.0073 hartree/bohr
- Lowest unoccupied orbital energy: 0.895 eV

```
13
Properties=species:S:1:pos:R:3:forces:R:3:mulliken_charge:R:1
C 2.1901 0.0268 -0.5585 0.15 0.12 -0.08 -0.65
O 1.2617 -0.6401 0.3271 -0.08 -0.14 -0.01 -0.22
C -0.0687 -0.0778 0.3248 0.00 -0.23 -0.09 0.27
C -0.8796 -1.0072 -0.2260 -0.14 0.33 0.12 -0.60
N -2.0824 -0.3344 -0.0513 -0.13 0.10 0.00 0.05
C -1.8488 0.8784 0.5472 -0.17 0.02 -0.02 -0.26
N -0.5673 1.0731 0.8091 -0.06 -0.21 -0.08 -0.59
H 1.7620 0.0758 -1.5636 0.05 -0.03 0.14 0.31
H 3.1175 -0.5451 -0.5380 -0.11 0.08 -0.02 0.25
H 2.3415 1.0285 -0.1564 0.01 -0.11 -0.09 0.33
H 0.6445 -1.5003 -0.1563 0.24 0.12 0.11 0.52
H -2.9936 -0.6630 -0.3297 0.14 0.06 0.05 0.18
H -2.6369 1.5865 0.7685 0.10 -0.10 -0.03 0.43
```
Positions in Å, forces in eV/Å.

Record 8
This record from the Open Molecules 2025 dataset describes 2 unconnected molecules or ions with the total composition C4H6N2O. The level of theory is the ωB97M-V functional and the def2-TZVPD basis.

- E: -340.71922 Eh
- SMILES string: c1cn[nH]c1.C=O
- Relative energy (zero: lowest compared OMol25 entry of this formula, charge and spin): 47.5 kcal per mole
- Frontier orbital gap: 10.55 eV
- Strongest force on any atom: 0.0089 hartree/bohr
- Lowest unoccupied orbital energy: 1.012 eV

```
13
Properties=species:S:1:pos:R:3:forces:R:3:mulliken_charge:R:1
C 0.9404 -1.4844 -0.5559 0.03 0.01 0.00 -0.44
C -0.1334 -0.5950 -0.7601 -0.08 0.03 -0.06 -0.19
N 0.2200 0.6652 -0.5501 0.02 -0.25 -0.07 -0.64
N 1.5127 0.5926 -0.2106 0.17 0.06 0.05 0.13
C 1.9913 -0.6719 -0.2000 -0.04 0.02 -0.01 -0.28
H 0.9431 -2.5597 -0.6496 0.01 0.15 0.01 0.35
H -1.1534 -0.8247 -1.0401 0.17 0.01 0.01 0.43
H 2.0032 1.4392 0.0257 -0.04 -0.12 -0.05 0.22
H 3.0202 -0.8891 0.0481 -0.15 0.04 -0.01 0.41
C -2.3622 1.0815 0.9027 0.05 -0.14 0.24 -0.12
O -2.0720 0.3664 1.8268 -0.16 0.32 -0.29 -0.40
H -3.2259 0.8553 0.2453 0.05 -0.02 0.05 0.27
H -1.7906 1.9902 0.6453 -0.04 -0.10 0.13 0.24
```
Positions in Å, forces in eV/Å.

Record 9
This record from the Open Molecules 2025 dataset describes C4H6N2O in the gas phase at a distorted geometry. The level of theory is the ωB97M-V functional and the def2-TZVPD basis.

- E: -340.73219 Eh
- SMILES string: [H]/N=C(/C#N)OCC
- Relative energy (zero: lowest compared OMol25 entry of this formula, charge and spin): 39.4 kcal per mole
- Frontier orbital gap: 11.69 eV
- Strongest force on any atom: 0.0240 hartree/bohr
- Lowest unoccupied orbital energy: 0.610 eV

```
13
Properties=species:S:1:pos:R:3:forces:R:3:mulliken_charge:R:1
H -1.7461 0.0061 -1.3495 0.06 -0.11 0.00 0.27
N -1.1799 -0.6873 -1.8360 0.21 0.02 0.29 -0.57
C -0.1435 -1.0296 -1.1960 -0.23 0.26 -0.34 0.58
C 0.7609 -1.9429 -1.8898 0.66 -0.65 -0.66 0.25
N 1.4406 -2.5794 -2.5754 -0.64 0.56 0.89 -0.38
O 0.3330 -0.6179 -0.0039 -0.01 -0.11 -0.21 -0.28
C -0.2325 0.6146 0.4667 -0.12 0.18 0.07 -0.30
C 0.4160 1.0065 1.7761 0.03 -0.01 0.02 -1.27
H -0.0472 1.3638 -0.3135 -0.11 -0.01 0.16 0.40
H -1.3165 0.5035 0.6032 0.17 0.00 -0.02 0.29
H 1.5056 1.0106 1.6928 -0.14 -0.01 -0.02 0.33
H 0.0875 2.0174 2.0381 0.04 -0.14 -0.02 0.37
H 0.1222 0.3348 2.5872 0.08 0.04 -0.15 0.31
```
Positions in Å, forces in eV/Å.

Record 10
This record from the Open Molecules 2025 dataset describes C4H6N2O in the gas phase at a distorted geometry. The level of theory is the ωB97M-V functional and the def2-TZVPD basis.

- E: -340.61918 Eh
- SMILES string: [H]/N=C(\C#N)OCC
- Relative energy (zero: lowest compared OMol25 entry of this formula, charge and spin): 110.3 kcal per mole
- Frontier orbital gap: 10.06 eV
- Strongest force on any atom: 0.0403 hartree/bohr
- Lowest unoccupied orbital energy: 0.081 eV

```
13
Properties=species:S:1:pos:R:3:forces:R:3:mulliken_charge:R:1
H 1.2291 0.3138 -1.7676 0.69 0.18 0.00 0.28
N 1.0543 -0.4308 -1.1045 1.79 -0.11 0.03 -0.59
C 1.2919 -0.1688 0.1018 -0.09 -0.08 -0.74 0.76
C 1.7515 1.0950 0.6680 0.68 0.87 0.19 0.19
N 2.1478 2.1000 1.0831 -0.42 -0.97 -0.38 -0.37
O 0.6960 -1.0058 0.9855 0.45 0.15 0.08 -0.38
C -0.6296 -0.5116 0.9877 -0.77 0.47 -1.68 -0.61
C -1.2467 -0.2254 -0.7567 -0.90 -0.34 1.69 -0.87
H -1.1833 -1.1972 1.6791 -0.12 0.50 -1.31 0.30
H -0.6354 0.4993 1.4253 -0.14 -0.17 -0.14 0.32
H -0.8581 0.0623 -1.7919 0.58 -0.36 1.96 0.32
H -1.7465 -1.1590 -0.9705 -0.74 0.04 0.14 0.30
H -1.8710 0.6281 -0.5393 -1.02 -0.18 0.17 0.35
```
Positions in Å, forces in eV/Å.

Record 11
This record from the Open Molecules 2025 dataset describes C4H6N2O in the gas phase at a distorted geometry. The level of theory is the ωB97M-V functional and the def2-TZVPD basis.

- E: -340.66758 Eh
- SMILES string: Nc1cc[nH]c1O
- Relative energy (zero: lowest compared OMol25 entry of this formula, charge and spin): 79.9 kcal per mole
- Frontier orbital gap: 8.64 eV
- Strongest force on any atom: 0.0514 hartree/bohr
- Lowest unoccupied orbital energy: 0.810 eV

```
13
Properties=species:S:1:pos:R:3:forces:R:3:mulliken_charge:R:1
N 1.3838 0.7488 1.1846 0.12 -0.05 0.07 -0.63
C 0.4778 0.0418 0.3431 0.15 0.88 -0.73 0.99
C 0.3960 -1.3901 0.1098 -0.61 0.84 0.42 -0.79
C -0.5989 -1.5003 -0.8684 -0.35 0.18 0.10 -0.37
N -1.0914 -0.2582 -1.1686 0.07 0.06 -0.18 0.02
C -0.4667 0.6751 -0.3941 0.33 -0.07 -0.17 -0.19
O -0.7747 1.9825 -0.4183 0.08 0.31 -0.06 -0.59
H 2.3269 0.4572 0.9446 -0.08 0.13 0.12 0.30
H 1.2697 0.5715 2.1791 -0.14 -0.02 -0.15 0.27
H -0.0144 -1.2916 1.1486 0.55 -2.53 0.50 0.03
H -0.9876 -2.3614 -1.4039 -0.06 0.15 0.38 0.42
H -1.8315 -0.0383 -1.8179 0.19 -0.07 -0.13 0.22
H -0.0890 2.3630 0.1616 -0.24 0.19 -0.16 0.33
```
Positions in Å, forces in eV/Å.

Record 12
This record from the Open Molecules 2025 dataset describes C4H6N2O in the gas phase at a distorted geometry. The level of theory is the ωB97M-V functional and the def2-TZVPD basis.

- E: -340.74738 Eh
- SMILES string: Nc1cc[nH]c1O
- Relative energy (zero: lowest compared OMol25 entry of this formula, charge and spin): 29.8 kcal per mole
- Frontier orbital gap: 8.44 eV
- Strongest force on any atom: 0.0274 hartree/bohr
- Lowest unoccupied orbital energy: 0.968 eV

```
13
Properties=species:S:1:pos:R:3:forces:R:3:mulliken_charge:R:1
N 1.1551 -0.2403 -1.5488 -0.41 -0.72 0.02 -0.71
C 0.0941 0.0065 -0.6176 -0.10 0.42 0.15 0.92
C -1.2319 -0.4687 -0.4141 -0.12 -0.04 0.01 -0.60
C -1.5509 -0.1771 0.8864 -0.14 -0.01 0.13 -0.63
N -0.4487 0.4171 1.4926 0.03 0.14 -0.08 0.01
C 0.5333 0.5233 0.5618 -0.38 0.22 -0.08 -0.32
O 1.7765 1.0087 0.7614 -0.06 0.05 0.02 -0.57
H 0.8798 -0.3748 -2.5157 -0.17 0.19 0.15 0.27
H 1.3922 -1.1491 -1.1738 1.02 -0.45 -0.85 0.25
H -1.8651 -0.9683 -1.1394 0.08 0.15 0.22 0.37
H -2.4690 -0.3277 1.4361 0.17 0.05 -0.08 0.40
H -0.4033 0.7931 2.4235 -0.08 -0.05 -0.06 0.20
H 2.1377 0.9573 -0.1525 0.14 0.07 0.46 0.39
```
Positions in Å, forces in eV/Å.